Computed, not measured: a molecular structure, H2InO, with wB97M-V/def2-TZVPD.

Last column: Löwdin charge in e.
Positions of all 4 atoms, in Å:
In: 1.04495 -1.85805 -0.96983  2.31
O: -0.42778 0.25467 0.12178  0.24
H: -0.06732 1.12337 -0.26734  0.21
H: -0.54984 0.48001 1.11538  0.24

Properties
LUMO level = -24.914 eV
ΔE to the lowest compared entry with this formula, charge and spin = 0.960 eV
Net charge = +3
2S+1 = 1
HOMO energy = -31.0 eV
Electronic energy = -264.804388 hartree

Computed, not measured: a single C3H4N2S molecule, with wB97M-V/def2-TZVPD.

Last column: Löwdin charge in e.
Positions of all 10 atoms, in Å:
C: -0.11012 -0.13283 0.05844  -0.64
C: 1.90101 0.42057 -0.30000  -0.14
C: 1.42774 -0.18791 -1.49323  -0.10
H: -1.01777 0.04647 2.26472  -0.10
H: 2.75584 0.98050 0.10823  0.10
H: 2.11822 -0.40573 -2.30659  0.10
H: -0.39191 -1.04073 -2.02380  0.15
N: 0.87714 0.40552 0.59563  -0.01
N: 0.05997 -0.48081 -1.28989  0.06
S: -1.83350 0.02172 1.07663  0.58

Properties
LUMO level = 0.787 eV
ΔE to the lowest compared entry with this formula, charge and spin = 1.847 eV
Net charge = 0
2S+1 = 1
HOMO energy = -8.5 eV
Electronic energy = -624.357913 hartree

Computed, not measured: 2 unconnected molecules or ions with the total composition FH2OP, with wB97M-V/def2-TZVPD.

Last column: Löwdin charge in e.
Positions of all 5 atoms, in Å:
O: -0.78578 1.37740 -0.23807  -0.28
F: -1.81214 0.38594 -0.10886  -0.25
P: 1.21535 -0.02885 -0.05043  0.90
H: 0.51973 -0.90439 -0.70401  -0.24
H: 0.86285 -0.83010 1.10138  -0.13

Properties
LUMO level (spin up / spin down) = -2.156 / -2.157 eV
ΔE to the lowest compared entry with this formula, charge and spin = 7.181 eV
Net charge = 0
2S+1 = 1
HOMO energy (spin up / spin down) = -10.5 / -10.4 eV
Electronic energy = -517.418061 hartree

Computed, not measured: a molecular structure, C49H43GeN2O3PtSi, with wB97M-V/def2-TZVPD.

Last column: Löwdin charge in e.
Positions of all 100 atoms, in Å:
Pt: 1.80578 0.44407 0.52691  0.91
O: -1.65168 -3.55725 5.16160  -0.05
C: -1.34288 -2.19821 5.43897  -0.21
C: -0.54167 -1.63734 4.30134  -0.19
C: 0.60310 -0.89248 4.52284  -0.01
C: 1.25351 -0.32449 3.44142  -0.13
N: 0.82657 -0.47070 2.19500  -0.06
C: -0.26122 -1.20438 1.96505  -0.20
C: -0.96578 -1.80472 2.99372  0.06
C: -0.66293 -1.25036 0.54742  -0.20
C: -1.69811 -2.02411 0.06066  0.06
C: -1.99514 -1.96797 -1.29524  -0.20
C: -3.05072 -2.84530 -1.90596  -0.21
O: -3.90310 -3.34506 -0.88920  -0.06
C: -1.29741 -1.08236 -2.08188  -0.01
C: -0.28491 -0.32603 -1.52082  -0.13
N: 0.07006 -0.45933 -0.24237  -0.07
H: -2.29620 -3.85907 5.80790  0.09
H: -0.77734 -2.10289 6.37091  0.12
H: -2.26300 -1.61072 5.53704  0.13
H: 0.98445 -0.73550 5.52330  0.11
H: 2.14223 0.28415 3.55353  0.10
H: -1.85580 -2.37929 2.78353  0.12
H: -2.26825 -2.66701 0.71311  0.11
H: -2.56188 -3.67455 -2.43269  0.13
H: -3.61227 -2.26353 -2.64439  0.12
H: -4.60920 -3.84801 -1.30351  0.09
H: -1.54971 -0.93358 -3.12282  0.13
H: 0.28408 0.39571 -2.08194  0.11
C: 3.28499 1.39095 -0.07334  -0.55
Ge: 4.76966 0.42446 -0.82526  0.86
C: 5.47813 -0.97612 0.36156  -0.28
C: 6.40966 -1.88992 -0.13094  -0.12
C: 6.90793 -2.90716 0.66872  -0.10
C: 6.47554 -3.02988 1.98337  -0.11
C: 5.54809 -2.13002 2.48766  -0.10
C: 5.05463 -1.11321 1.68217  -0.12
C: 6.31201 1.54302 -1.34941  -0.28
C: 6.11364 2.57836 -2.26441  -0.12
C: 7.15728 3.40559 -2.65452  -0.10
C: 8.42731 3.21733 -2.12508  -0.11
C: 8.64138 2.20216 -1.20590  -0.10
C: 7.59180 1.37469 -0.82450  -0.11
C: 4.25569 -0.55721 -2.45686  -0.27
C: 5.01215 -0.51299 -3.62617  -0.11
C: 4.64446 -1.24824 -4.74678  -0.10
C: 3.51093 -2.04826 -4.71249  -0.11
C: 2.75088 -2.10981 -3.55173  -0.10
C: 3.12081 -1.37042 -2.43767  -0.12
H: 3.33075 2.48123 -0.14879  -0.08
H: 6.74131 -1.81588 -1.16218  0.10
H: 7.62608 -3.61048 0.26562  0.09
H: 6.85681 -3.82735 2.60884  0.09
H: 5.20092 -2.22512 3.50950  0.09
H: 4.31280 -0.41319 2.06455  0.06
H: 5.12464 2.74424 -2.68065  0.11
H: 6.97959 4.20012 -3.36843  0.10
H: 9.24340 3.86216 -2.42547  0.09
H: 9.62711 2.05364 -0.78237  0.09
H: 7.77495 0.58535 -0.10360  0.09
H: 5.90211 0.10437 -3.66932  0.09
H: 5.24482 -1.19577 -5.64698  0.09
H: 3.22145 -2.62030 -5.58512  0.09
H: 1.86392 -2.73121 -3.51235  0.10
H: 2.52025 -1.42469 -1.53262  0.06
O: -1.99880 1.58597 -1.22730  -0.33
Si: -3.18696 2.37793 -0.59186  0.38
C: -3.39129 4.18489 -1.16779  -0.22
C: -3.11713 5.28178 -0.35049  -0.09
C: -3.22783 6.58685 -0.81759  -0.11
C: -3.61994 6.82562 -2.12547  -0.12
C: -3.89746 5.75044 -2.96174  -0.11
C: -3.78259 4.45287 -2.48335  -0.11
C: -3.04407 2.46100 1.30877  -0.21
C: -4.07912 2.80160 2.18202  -0.10
C: -3.88969 2.83137 3.55785  -0.11
C: -2.64639 2.51972 4.09389  -0.12
C: -1.60091 2.17809 3.24662  -0.10
C: -1.80268 2.14656 1.87061  -0.09
C: -4.92082 1.63386 -0.89094  -0.21
C: -5.04172 0.25100 -1.03835  -0.08
C: -6.27665 -0.36169 -1.20334  -0.10
C: -7.43420 0.40499 -1.22812  -0.12
C: -7.34172 1.78222 -1.08353  -0.11
C: -6.09909 2.38311 -0.91829  -0.11
H: -2.80720 5.11428 0.67581  0.09
H: -3.00463 7.41790 -0.15820  0.09
H: -3.70687 7.84089 -2.49393  0.09
H: -4.20090 5.92565 -3.98737  0.09
H: -3.99920 3.62396 -3.14989  0.10
H: -5.05931 3.04196 1.78227  0.09
H: -4.71114 3.09846 4.21291  0.09
H: -2.49366 2.54890 5.16706  0.09
H: -0.62484 1.94276 3.65614  0.09
H: -0.98807 1.88078 1.20179  0.08
H: -4.13741 -0.34556 -1.01011  0.08
H: -6.33912 -1.44024 -1.30533  0.09
H: -8.40094 -0.06673 -1.35778  0.09
H: -8.23890 2.39016 -1.10438  0.09
H: -6.04533 3.46305 -0.82272  0.10

Properties
LUMO level = 1.934 eV
ΔE to the lowest compared entry with this formula, charge and spin = 0.494 eV
Net charge = -1
2S+1 = 1
HOMO energy = -4.9 eV
Electronic energy = -4714.053813 hartree

Computed, not measured: a gas-phase ion, C3H7F3OP (charge +1), with wB97M-V/def2-TZVPD.

Last column: Löwdin charge in e.
Positions of all 15 atoms, in Å:
C: 1.31567 -0.69667 0.84504  -0.02
C: -0.29950 1.24634 0.69563  -0.04
C: -0.12263 -0.24128 0.86158  -0.35
O: -0.84470 -0.93537 -0.25661  -0.06
F: -1.72691 0.77510 -1.95732  0.05
F: 0.50590 -0.03490 -2.25877  0.05
F: -1.37105 -1.51248 -2.58379  0.06
P: -0.84240 -0.43403 -1.65602  0.55
H: 1.84747 -0.31285 -0.02336  0.09
H: 1.81427 -0.32915 1.73954  0.11
H: 1.37639 -1.78189 0.85341  0.10
H: 0.19791 1.59824 -0.21021  0.09
H: 0.15104 1.76025 1.54344  0.12
H: -1.35262 1.51957 0.66613  0.10
H: -0.64884 -0.62087 1.74132  0.16

Properties
LUMO level = -3.685 eV
Net charge = +1
2S+1 = 1
HOMO energy = -17.3 eV
Electronic energy = -834.550868 hartree

Computed, not measured: a single C3H6N2OS molecule, with wB97M-V/def2-TZVPD.

Last column: Löwdin charge in e.
Positions of all 13 atoms, in Å:
C: -1.86252 1.11177 0.07031  -0.09
C: -0.83882 -0.01872 -0.06948  -0.84
C: 1.71024 -0.22660 0.03882  -0.59
H: -1.98406 1.26185 1.18680  0.11
H: -1.54056 1.98589 -0.50340  0.08
H: -2.86920 0.79808 -0.25023  0.07
H: 0.66005 1.33655 -0.31606  0.12
H: 0.77894 -2.00874 -0.25290  -0.01
H: 2.52095 -2.06651 -0.04588  0.11
N: 0.41210 0.40320 -0.19980  0.08
N: 1.68397 -1.53893 -0.08458  0.17
O: 2.58502 0.54045 0.29053  0.09
S: -1.25611 -1.57830 0.13587  0.72

Properties
LUMO level = 0.449 eV
ΔE to the lowest compared entry with this formula, charge and spin = 0.319 eV
Net charge = 0
2S+1 = 1
HOMO energy = -8.9 eV
Electronic energy = -700.877474 hartree

Computed, not measured: 3 unconnected molecules or ions with the total composition C4H13NO3, with wB97M-V/def2-TZVPD.

Last column: Löwdin spin population.
Positions of all 21 atoms, in Å:
C: -0.56401 1.74605 -1.18430  0.05
N: 0.19275 0.65573 -0.51888  0.01
C: 0.88124 1.11280 0.70755  0.01
C: 1.34291 0.36154 -1.44383  0.09
C: 1.01936 -0.73171 -2.42996  0.38
O: 1.66787 -0.82154 -3.45337  0.30
H: -0.46676 2.68389 -0.65151  0.01
H: -0.33669 1.79650 -2.25214  0.02
H: -1.60608 1.38180 -1.17819  0.01
H: 0.08305 1.39038 1.39186  0.00
H: 1.54832 1.94182 0.51674  0.00
H: 1.36522 0.21062 1.13192  0.00
H: 2.21602 -0.00585 -0.89046  0.03
H: 1.77055 1.28308 -1.84751  0.01
H: 0.22164 -1.42587 -2.22052  0.06
H: -0.79567 -1.70274 0.53996  0.00
H: -1.24536 -2.38314 1.70355  0.00
O: -0.66247 -2.57775 0.94118  0.01
H: -2.81273 -2.15508 3.95761  0.00
H: -1.68672 -0.99930 3.79782  0.00
O: -2.13242 -1.76123 3.38246  0.01

Properties
LUMO level (spin up / spin down) = 2.465 / 2.388 eV
ΔE to the lowest compared entry with this formula, charge and spin = 2.604 eV
Net charge = -1
2S+1 = 2
HOMO energy (spin up / spin down) = 1.1 / -3.1 eV
⟨S²⟩ = 0.753
Electronic energy = -440.576167 hartree

Computed, not measured: a single C6H9N molecule, with wB97M-V/def2-TZVPD.

Last column: Löwdin charge in e.
Positions of all 16 atoms, in Å:
C: -2.45627 2.02867 1.21402  -0.11
C: -1.39142 1.41293 0.42153  -0.08
C: -0.51147 0.90220 -0.22402  -0.02
C: 0.53956 0.24119 -1.00577  -0.23
N: 1.48170 -0.46124 -0.14234  -0.13
C: 2.07811 -1.65023 -0.72142  -0.15
C: 1.03976 -1.75644 0.33385  -0.15
H: -3.36581 1.41828 1.19442  0.08
H: -2.71033 3.02209 0.83003  0.08
H: -2.14508 2.14066 2.25805  0.08
H: 0.06388 -0.44095 -1.73526  0.12
H: 1.10346 0.98140 -1.58572  0.12
H: 3.12756 -1.81357 -0.48969  0.10
H: 1.78233 -1.92407 -1.73541  0.10
H: 0.05110 -2.10284 0.02996  0.11
H: 1.31292 -1.99809 1.35776  0.10

Properties
LUMO level = 1.084 eV
ΔE to the lowest compared entry with this formula, charge and spin = 3.155 eV
Net charge = 0
2S+1 = 1
HOMO energy = -9.2 eV
Electronic energy = -288.666088 hartree

Computed, not measured: a molecular structure, CH5N5O, with wB97M-V/def2-TZVPD.

Last column: Löwdin charge in e.
Positions of all 12 atoms, in Å:
N: -1.37551 0.82235 0.96614  -0.02
C: -0.21490 1.45376 0.83635  -0.39
N: 0.28753 -1.90692 -0.40421  0.01
N: 0.52537 0.48441 -0.60933  0.08
N: -0.74947 -0.45960 1.01977  -0.05
N: -0.37908 -0.68615 -0.38899  -0.28
O: 0.49296 2.29133 1.26493  0.14
H: -2.14994 0.97894 0.31306  0.13
H: 1.05722 -1.95170 0.26439  0.07
H: 0.55990 -2.15659 -1.34351  0.07
H: 0.45282 0.86538 -1.55026  0.12
H: 1.49308 0.26478 -0.36833  0.12

Properties
LUMO level = 0.590 eV
ΔE to the lowest compared entry with this formula, charge and spin = 3.758 eV
Net charge = 0
2S+1 = 1
HOMO energy = -7.9 eV
Electronic energy = -389.922824 hartree

Computed, not measured: a molecular structure, C4H7NO, with wB97M-V/def2-TZVPD.

Last column: Löwdin charge in e.
Positions of all 13 atoms, in Å:
C: -1.38559 -0.07847 -1.60358  0.00
C: -0.52631 -0.12462 -0.38712  -0.43
N: -0.13623 -1.13943 0.26516  0.11
C: 0.62023 -0.59405 1.40947  -0.21
C: 0.93302 0.81174 0.95197  -0.18
O: -0.10477 1.11772 0.06810  -0.03
H: -2.30692 0.47281 -1.39125  0.09
H: -1.63259 -1.09041 -1.92795  0.09
H: -0.86187 0.44975 -2.40668  0.09
H: -0.02954 -0.67365 2.29250  0.11
H: 1.53617 -1.14311 1.60530  0.11
H: 2.04575 0.58325 0.17327  0.17
H: 1.84866 1.40847 0.95081  0.08

Properties
LUMO level = 0.900 eV
ΔE to the lowest compared entry with this formula, charge and spin = 3.745 eV
Net charge = 0
2S+1 = 1
HOMO energy = -9.1 eV
Electronic energy = -286.494028 hartree

Computed, not measured: a single C6H4Br2 molecule, with wB97M-V/def2-TZVPD.

Last column: Löwdin charge in e.
Positions of all 12 atoms, in Å:
C: -1.14198 2.52646 0.25657  -0.60
C: -0.57343 1.92028 1.93531  -0.60
C: -0.65105 1.25138 -0.15986  -0.39
C: -0.14920 0.79127 1.17255  -0.39
C: -0.59491 0.69062 -1.37463  0.08
C: 0.45027 -0.34259 1.55614  0.08
Br: -2.16043 3.88257 -0.39723  0.78
Br: -0.29898 2.64844 3.57613  0.78
H: -0.15425 -0.27853 -1.52806  0.06
H: -0.98199 1.20380 -2.23748  0.06
H: 0.67697 -1.12445 0.85546  0.06
H: 0.71338 -0.50782 2.58718  0.06

Properties
LUMO level (spin up / spin down) = -0.534 / -0.529 eV
ΔE to the lowest compared entry with this formula, charge and spin = 2.375 eV
Net charge = 0
2S+1 = 1
HOMO energy (spin up / spin down) = -7.9 / -7.9 eV
Electronic energy = -5378.865245 hartree

Computed, not measured: a molecular structure, C6H14AsF6N2O3RuS, with wB97M-V/def2-TZVPD.

Last column: Löwdin spin population.
Positions of all 34 atoms, in Å:
Ru: -0.06883 0.60932 0.90014  2.96
C: 0.02925 -4.43684 2.15767  0.00
O: 0.61345 -3.04584 1.95232  0.01
C: 0.08374 -2.16608 1.26031  0.03
O: 0.80461 -1.01766 1.12142  0.29
N: -1.05712 -2.19622 0.60750  0.03
N: -1.42124 -1.05364 -0.12915  0.21
H: 0.77473 -4.92135 2.77663  0.00
H: -0.05492 -4.89511 1.17525  0.00
H: -0.91566 -4.31118 2.68120  0.00
H: -1.78230 -2.94827 0.66482  0.00
H: -2.43372 -0.90405 0.01940  0.00
H: -1.27265 -1.22924 -1.12807  0.00
F: -1.24497 0.30979 2.20833  0.28
As: -4.97962 -3.09536 0.28383  0.00
F: -3.25966 -3.63228 0.40630  0.00
F: -5.20889 -3.73924 1.79316  0.00
F: -5.09342 -4.02038 -1.08426  0.00
F: -6.49472 -2.42480 0.13355  0.00
F: -4.24644 -1.53646 0.19417  0.00
O: 1.08898 1.73416 -0.19730  0.14
S: 2.60094 1.95381 -0.68097  0.03
C: 3.14395 3.53010 0.06195  0.04
C: 2.88555 4.64441 -0.92213  0.27
C: 2.50434 4.18045 -2.24158  0.23
C: 2.47425 2.67094 -2.35184  0.04
H: 4.22328 3.38921 0.24081  0.02
H: 2.68685 3.65558 1.04801  0.01
H: 3.72791 5.42966 -0.98315  0.11
H: 2.26457 5.51826 -0.53345  0.10
H: 3.08558 4.68560 -3.07985  0.09
H: 1.57819 4.72613 -2.61612  0.10
H: 3.36165 2.28005 -2.87404  0.01
H: 1.60234 2.25653 -2.86487  0.01

Properties
LUMO level (spin up / spin down) = -17.007 / -18.766 eV
ΔE to the lowest compared entry with this formula, charge and spin = 0.030 eV
Net charge = +4
2S+1 = 6
HOMO energy (spin up / spin down) = -24.6 / -24.6 eV
⟨S²⟩ = 8.768
Electronic energy = -3898.363920 hartree

Which of these has the highest 2S+1?
C6H14AsF6N2O3RuS

Copy entry 3 word for word.
Computed, not measured: 2 unconnected molecules or ions with the total composition FH2OP, with wB97M-V/def2-TZVPD.

Last column: Löwdin charge in e.
Positions of all 5 atoms, in Å:
O: -0.78578 1.37740 -0.23807  -0.28
F: -1.81214 0.38594 -0.10886  -0.25
P: 1.21535 -0.02885 -0.05043  0.90
H: 0.51973 -0.90439 -0.70401  -0.24
H: 0.86285 -0.83010 1.10138  -0.13

Properties
LUMO level (spin up / spin down) = -2.156 / -2.157 eV
ΔE to the lowest compared entry with this formula, charge and spin = 7.181 eV
Net charge = 0
2S+1 = 1
HOMO energy (spin up / spin down) = -10.5 / -10.4 eV
Electronic energy = -517.418061 hartree

What is the net charge in the first record?
+3

Which value of 2S+1 does entry 11 give?
1